No. 1
ORCA calculation (the ωB97M-V functional and the def2-TZVPD basis) on a single C3H4N2S molecule.

Computed properties:
Energy above the lowest of the compared OMol25 structures with the same formula, charge and spin (kJ/mol): 253.4
Structure (SMILES): S=C1CC=NN1

Structure (XYZ):
```
10
Properties=species:S:1:pos:R:3:forces:R:3
C -0.476 -0.928 -0.186 -1.4 -0.3 -1.0
C 0.821 -0.357 0.344 2.6 0.8 -2.1
C 0.536 1.175 0.300 -0.1 -4.3 0.4
H 1.732 -0.506 -0.437 -2.2 0.0 1.6
H 1.266 -0.729 1.275 -0.6 -0.1 -0.1
H 1.266 1.851 0.549 1.3 1.9 0.2
H -2.267 0.298 -0.807 3.4 -1.0 3.2
N -0.649 1.398 -0.009 -2.0 0.6 0.4
N -1.380 0.165 -0.013 -1.6 0.2 -4.2
S -0.848 -2.367 -1.017 0.7 2.2 1.7
```
Positions in Å, forces in eV/Å.

Atomic partial charges in e from the Löwdin method, atoms 1 to 2: C -0.79; C -0.16

---

No. 2
ORCA calculation (the ωB97M-V functional and the def2-TZVPD basis) on a single C3H4N2S2 molecule.

Computed properties:
Energy above the lowest of the compared OMol25 structures with the same formula, charge and spin (kJ/mol): 139.6
Structure (SMILES): Sc1ccn(S)n1

Structure (XYZ):
```
11
Properties=species:S:1:pos:R:3:forces:R:3
C 0.255 -0.905 0.634 -0.2 0.0 0.0
C -0.902 -0.176 1.006 -0.5 0.4 0.0
C -1.048 0.763 0.012 0.1 0.1 0.0
H 1.915 -2.480 0.594 -0.2 0.1 0.2
H -1.560 -0.308 1.866 0.4 0.0 -0.4
H -1.784 1.558 -0.149 0.4 -0.5 0.1
H 1.170 2.271 -1.812 0.0 0.0 -0.1
N -0.018 0.573 -0.870 -0.4 -0.2 0.5
N 0.777 -0.467 -0.488 0.1 0.2 -0.3
S 0.950 -2.253 1.515 0.2 -0.1 -0.2
S 0.246 1.425 -2.306 0.1 0.0 0.1
```
Positions in Å, forces in eV/Å.

Atomic partial charges in e from the Löwdin method, atoms 1 to 2: C -0.75; C -0.09

---

No. 3
ORCA calculation (the ωB97M-V functional and the def2-TZVPD basis) on a molecular structure, C3H4N2S2.

Computed properties:
Energy above the lowest of the compared OMol25 structures with the same formula, charge and spin (kJ/mol): 429.0

Structure (XYZ):
```
11
Properties=species:S:1:pos:R:3:forces:R:3
C 1.140 0.167 -0.310 -0.8 0.2 1.4
C 0.414 1.366 0.008 5.1 4.6 -0.7
C 0.043 -0.662 -0.303 1.0 -2.8 0.3
H 2.335 -1.127 1.579 1.4 1.6 -3.5
H 0.887 2.452 0.074 -1.2 -2.5 -0.1
H -2.924 -0.855 -1.170 -0.1 0.3 0.9
H 0.000 -1.691 -0.139 0.2 -1.6 -0.5
N -0.856 1.210 0.082 -0.2 6.6 1.1
N -1.055 0.006 -0.006 -4.7 -5.0 -0.7
S 2.855 -0.421 0.042 -3.0 -0.9 3.0
S -2.838 -0.444 0.143 2.3 -0.5 -1.2
```
Positions in Å, forces in eV/Å.

Atomic partial charges in e from the Löwdin method, atoms 1 to 2: C -0.60; C -0.21

---

No. 4
ORCA calculation (the ωB97M-V functional and the def2-TZVPD basis) on a single C3H4N2S2 molecule.

Computed properties:
Energy above the lowest of the compared OMol25 structures with the same formula, charge and spin (kJ/mol): 291.1
Structure (SMILES): S=C1C=NCNS1

Structure (XYZ):
```
11
Properties=species:S:1:pos:R:3:forces:R:3
C -1.018 -0.466 -0.461 -1.6 -0.9 -1.7
C 0.081 -1.021 -1.200 3.7 -0.2 -0.5
C 0.243 0.499 1.273 -2.3 0.5 -2.1
N -1.060 0.157 0.606 0.9 0.6 3.2
N 0.946 1.199 0.200 1.9 -0.2 -1.0
S 0.199 -2.489 -1.877 -0.3 1.2 0.4
S 1.729 0.216 -1.027 -3.2 -1.5 1.2
H -2.002 -0.597 -0.885 -0.2 -0.4 -0.7
H -0.083 1.189 2.025 0.4 0.6 0.5
H 0.691 -0.352 1.757 0.7 -0.3 -0.4
H 0.274 1.665 -0.410 -0.1 0.5 1.0
```
Positions in Å, forces in eV/Å.

Atomic partial charges in e from the Löwdin method, atoms 1 to 2: C -0.34; C -0.92